Version i
Molecular formula: C5H7BrO
Method: DFT, ωB97M-V/def2-TZVPD

Calculated values
SMILES string: O[C@@H]1CC/C1=C/Br
E_HOMO in Ha: -0.3307
E_LUMO in eV: 0.751
Gap between HOMO and LUMO in eV: 9.75
Multiplicity: 1

Each atom is followed by the atoms it is bonded to, with distances in Å.
Atoms and positions in Å:
1 C -0.668 -0.686 -0.016  C2 1.517, C5 1.527, H8 1.023, H9 1.184
2 C 0.179 0.199 -0.910  C1 1.517, C3 1.523, H10 1.072, H11 1.038
3 C 0.753 1.037 0.225  C2 1.523, C5 1.826, O6 1.365, H12 1.037
4 C 0.002 -1.114 2.373  C5 1.376, Br7 1.899, H13 1.147
5 C 0.159 -0.368 1.228  C1 1.527, C3 1.826, C4 1.376
6 O 0.149 2.221 0.533  C3 1.365, H14 0.936
7 Br 0.981 -0.778 3.965  C4 1.899
8 H -1.633 -0.349 0.017  C1 1.023
9 H -0.738 -1.817 -0.357  C1 1.184
10 H 0.990 -0.378 -1.307  C2 1.072
11 H -0.345 0.709 -1.646  C2 1.038
12 H 1.780 1.070 0.372  C3 1.037
13 H -0.685 -2.030 2.316  C4 1.147
14 H 0.319 2.350 1.444  O6 0.936



Version ii
Molecular formula: C5H7BrO
Method: DFT, ωB97M-V/def2-TZVPD

Calculated values
SMILES string: C=C(Br)C(=C)OC
E_HOMO in Ha: -0.3416
E_LUMO in eV: 0.849
Gap between HOMO and LUMO in eV: 10.14
Multiplicity: 1

Each atom is followed by the atoms it is bonded to, with distances in Å.
Atoms and positions in Å:
1 C -0.365 1.703 0.134  C3 1.335, H8 1.029, H9 1.104
2 C -1.466 -1.927 0.109  C4 1.308, H10 1.127, H11 1.074
3 C -0.167 0.384 0.079  C1 1.335, C4 1.665, O6 1.353
4 C -1.490 -0.623 0.002  C2 1.308, C3 1.665, Br7 1.919
5 C 2.117 0.186 -0.282  O6 1.380, H12 1.173, H13 1.176, H14 1.184
6 O 0.884 -0.426 -0.189  C3 1.353, C5 1.380
7 Br -3.185 0.272 -0.081  C4 1.919
8 H 0.392 2.372 0.333  C1 1.029
9 H -1.316 2.007 0.604  C1 1.104
10 H -2.430 -2.499 0.228  C2 1.127
11 H -0.544 -2.475 0.061  C2 1.074
12 H 2.868 -0.714 -0.344  C5 1.173
13 H 2.209 0.970 0.589  C5 1.176
14 H 2.493 0.768 -1.242  C5 1.184



The structure with the most favorable energy is version ii; the runner-up is 0.0030 hartree above it.



Version i
Molecular formula: C4H10S2
Method: DFT, ωB97M-V/def2-TZVPD

Calculated values
SMILES string: C=CC.CSS
E_HOMO in Ha: -0.3293
E_LUMO in eV: 0.555
Gap between HOMO and LUMO in eV: 9.52
Multiplicity: 1

Each atom is followed by the atoms it is bonded to, with distances in Å.
Atoms and positions in Å:
1 C -2.354 -2.096 -1.256  S2 1.922, H4 1.091, H5 1.049, H6 1.074
2 S -3.153 -0.538 -2.050  C1 1.922, S3 2.092
3 S -1.633 0.826 -1.593  S2 2.092, H7 1.356
4 H -3.043 -2.540 -0.536  C1 1.091
5 H -1.425 -1.976 -0.784  C1 1.049
6 H -2.420 -2.772 -2.088  C1 1.074
7 H -1.075 0.280 -2.701  S3 1.356
8 C 1.675 -0.001 1.723  C9 1.457, H11 1.119, H12 1.125, H13 1.042
9 C 1.323 1.381 1.427  C8 1.457, C10 1.357, H14 1.088
10 C 1.941 2.092 0.451  C9 1.357, H15 1.084, H16 1.142
11 H 0.693 -0.528 1.824  C8 1.119
12 H 2.211 -0.540 0.894  C8 1.125
13 H 2.292 -0.178 2.544  C8 1.042
14 H 0.917 1.988 2.234  C9 1.088
15 H 1.862 3.169 0.355  C10 1.084
16 H 2.190 1.432 -0.446  C10 1.142



Version ii
Molecular formula: C4H10S2
Method: DFT, ωB97M-V/def2-TZVPD

Calculated values
SMILES string: C=CC.CSS
E_HOMO in Ha: -0.2985
E_LUMO in eV: 0.531
Gap between HOMO and LUMO in eV: 8.65
Multiplicity: 1

Each atom is followed by the atoms it is bonded to, with distances in Å.
Atoms and positions in Å:
1 C 0.983 1.190 -2.029  S2 1.805, H4 1.086, H5 1.087, H6 1.087
2 S 0.750 2.070 -0.469  C1 1.805, S3 2.079
3 S 2.532 3.137 -0.375  S2 2.079, H7 1.339
4 H 0.526 0.216 -1.883  C1 1.086
5 H 0.446 1.665 -2.846  C1 1.087
6 H 2.029 1.082 -2.303  C1 1.087
7 H 2.215 3.648 0.822  S3 1.339
8 C -1.835 -1.011 1.717  C9 1.500, H11 1.089, H12 1.091, H13 1.093
9 C -0.935 -1.164 0.526  C8 1.500, C10 1.328, H14 1.089
10 C -0.216 -2.251 0.271  C9 1.328, H15 1.082, H16 1.087
11 H -1.349 -0.427 2.498  C8 1.089
12 H -2.078 -2.004 2.097  C8 1.091
13 H -2.777 -0.518 1.465  C8 1.093
14 H -0.596 -0.256 0.030  C9 1.089
15 H 0.685 -2.195 -0.326  C10 1.082
16 H -0.379 -3.182 0.807  C10 1.087



Version iii
Molecular formula: C4H10S2
Method: DFT, ωB97M-V/def2-TZVPD

Calculated values
SMILES string: C=CC.CSS
E_HOMO in Ha: -0.3230
E_LUMO in eV: 0.167
Gap between HOMO and LUMO in eV: 8.96
Multiplicity: 1

Each atom is followed by the atoms it is bonded to, with distances in Å.
Atoms and positions in Å:
1 C -2.564 -1.329 -0.354  S2 1.701, H4 1.115, H5 1.177, H6 1.098
2 S -3.345 -1.651 1.123  C1 1.701, S3 2.082
3 S -2.216 -1.121 2.790  S2 2.082, H7 1.376
4 H -3.152 -0.491 -0.798  C1 1.115
5 H -2.273 -2.095 -1.199  C1 1.177
6 H -1.710 -0.645 -0.255  C1 1.098
7 H -1.945 0.184 3.132  S3 1.376
8 C 2.484 1.288 -1.310  C9 1.502, H11 1.067, H12 1.124, H13 1.079
9 C 1.637 1.092 -0.085  C8 1.502, C10 1.313, H14 1.085
10 C 1.307 -0.082 0.404  C9 1.313, H15 1.106, H16 1.096
11 H 2.507 0.476 -2.002  C8 1.067
12 H 2.048 2.123 -1.923  C8 1.124
13 H 3.530 1.539 -1.224  C8 1.079
14 H 1.234 2.014 0.321  C9 1.085
15 H 0.664 -0.285 1.281  C10 1.106
16 H 1.794 -1.016 0.100  C10 1.096



Version iv
Molecular formula: C4H10S2
Method: DFT, ωB97M-V/def2-TZVPD

Calculated values
SMILES string: CCSSCC
E_HOMO in Ha: -0.3105
E_LUMO in eV: 0.729
Gap between HOMO and LUMO in eV: 9.18
Multiplicity: 1

Each atom is followed by the atoms it is bonded to, with distances in Å.
Atoms and positions in Å:
1 C -2.097 -0.577 -1.408  C2 1.522, H7 1.083, H8 1.074, H9 1.096
2 C -2.214 -0.479 0.107  C1 1.522, S3 1.842, H10 1.093, H11 1.085
3 S -0.788 0.325 0.951  C2 1.842, S4 2.090
4 S 0.787 -0.861 0.258  S3 2.090, C5 1.843
5 C 1.668 0.455 -0.685  S4 1.843, C6 1.525, H12 1.075, H13 1.094
6 C 2.494 1.331 0.252  C5 1.525, H14 1.096, H15 1.091, H16 1.091
7 H -1.646 0.260 -1.927  C1 1.083
8 H -1.557 -1.484 -1.605  C1 1.074
9 H -3.109 -0.655 -1.822  C1 1.096
10 H -3.007 0.206 0.414  C2 1.093
11 H -2.310 -1.460 0.560  C2 1.085
12 H 0.862 0.988 -1.157  C5 1.075
13 H 2.251 -0.008 -1.487  C5 1.094
14 H 3.251 1.873 -0.326  C6 1.096
15 H 1.857 2.066 0.746  C6 1.091
16 H 3.005 0.701 0.982  C6 1.091



The structure with the most favorable energy is version iv; the runner-up is 0.0479 hartree above it.